C3H10N2O | the ωB97M-V functional and the def2-TZVPD basis

- structure (SMILES) = C=CO.NCN
- HOMO-LUMO gap (eV) = 9.9219
- energy above the lowest of the compared OMol25 structures with the same formula, charge and spin (kJ/mol) = 242.9
- E (Ha) = -304.98212
- molar mass (Da) = 90.13

Structure (ORCA input):
```
! wB97M-V def2-TZVPD RIJCOSX def2/J DEFGRID3
* xyz 0 1
C -0.9598 3.3444 -1.1511
C -0.9368 2.8641 0.0816
O -0.7504 1.5498 0.3587
H -1.4321 4.3023 -1.3044
H -0.3680 2.8816 -1.9302
H -1.2793 3.4470 0.9288
H -0.2223 1.3223 1.1286
N 0.3112 -1.2366 -0.0263
C 0.5911 -2.5231 0.7060
N 1.4646 -3.3779 -0.0999
H -0.4010 -1.5142 -0.6921
H -0.1543 -0.6720 0.6730
H 1.1894 -2.2253 1.5603
H -0.3592 -3.0248 0.8557
H 1.7940 -2.9753 -0.9674
H 2.3137 -3.5605 0.4181
*
```

C3H10N2O | the ωB97M-V functional and the def2-TZVPD basis

- structure (SMILES) = C/N=C(/C)N.O
- HOMO-LUMO gap (eV) = 9.8334
- energy above the lowest of the compared OMol25 structures with the same formula, charge and spin (kJ/mol) = 153.0
- E (Ha) = -305.01636
- molar mass (Da) = 90.13

Structure (ORCA input):
```
! wB97M-V def2-TZVPD RIJCOSX def2/J DEFGRID3
* xyz 0 1
C 0.0140 -1.7012 1.1452
N 0.2012 -1.0078 -0.1239
C -0.4429 0.1078 -0.3308
C -0.4709 0.6576 -1.7337
N -1.0001 0.8771 0.6404
H 0.6578 -2.5837 1.1559
H -1.0004 -2.0557 1.3487
H 0.3241 -1.0534 1.9727
H -1.3429 0.2470 -2.2529
H -0.5389 1.7474 -1.7328
H 0.4369 0.3739 -2.2672
H -1.1999 0.4584 1.5382
H -1.5600 1.6731 0.3654
O 2.2841 0.7984 0.0849
H 1.8762 1.6617 0.2519
H 1.7616 -0.2005 -0.0620
*
```

C3H10N2O | the ωB97M-V functional and the def2-TZVPD basis

- structure (SMILES) = [H]/N=C\N.CCO
- HOMO-LUMO gap (eV) = 10.3309
- energy above the lowest of the compared OMol25 structures with the same formula, charge and spin (kJ/mol) = 143.6
- E (Ha) = -305.01997
- molar mass (Da) = 90.13

Structure (ORCA input):
```
! wB97M-V def2-TZVPD RIJCOSX def2/J DEFGRID3
* xyz 0 1
H -0.0785 2.7755 1.3502
N -0.8454 2.4159 0.7853
C -1.7728 2.0616 1.5842
N -1.8937 2.3963 2.9116
H -2.5640 1.4243 1.2060
H -1.0967 2.4648 3.5223
H -2.7722 2.2623 3.3765
C 2.0429 -1.1647 -1.2086
C 1.2737 -1.9995 -2.2273
O 0.9013 -3.2908 -1.7660
H 1.4206 -1.0683 -0.3133
H 2.2825 -0.2236 -1.6999
H 2.9621 -1.6580 -0.8983
H 0.4404 -1.3869 -2.5836
H 1.8972 -2.2455 -3.0842
H 0.4963 -3.2209 -0.8942
*
```